Here is C49H36CrF5N2O4P2SSi as an isolated structure from the OMol25 dataset. Energies are from ωB97M-V with the def2-TZVPD basis set.

Element x y z (Å)
Cr1 0.77546 -0.54792 -0.26715
C1 -0.75092 -0.36484 -3.93200
Si1 -0.21629 0.41282 -2.30319
C2 1.18850 1.73620 -2.74817
C3 0.93515 3.03362 -3.22949
C4 1.96752 3.94749 -3.48526
C5 3.26000 3.53108 -3.22072
C6 3.52191 2.20580 -2.91674
C7 2.48832 1.29659 -2.65559
P1 2.75503 -0.28910 -1.77283
C8 4.46429 -0.25188 -1.21863
C9 4.67351 0.29373 0.05429
C10 5.91488 0.24180 0.59267
C11 6.96510 -0.39570 0.01017
C12 6.78077 -0.91229 -1.32741
C13 5.53385 -0.81893 -1.92007
C14 2.91641 -1.71314 -2.92484
C15 2.70159 -1.65967 -4.31019
C16 2.78032 -2.82457 -5.06826
C17 2.94980 -4.08759 -4.42824
C18 3.11760 -4.14992 -3.01993
C19 3.04731 -2.99246 -2.29087
C20 -1.69941 1.53034 -1.70542
C21 -2.81890 1.92696 -2.44311
C22 -3.94865 2.48782 -1.85647
C23 -4.00731 2.56246 -0.47042
C24 -2.85403 2.20993 0.28533
C25 -1.71965 1.81007 -0.32176
P2 -0.32800 1.39865 0.73600
C26 0.49287 3.00939 1.05465
C27 1.73953 3.36294 0.60565
C28 2.26968 4.60526 0.82380
C29 1.50623 5.56392 1.47513
C30 0.21530 5.25342 1.91685
C31 -0.27645 3.98109 1.66525
C32 -1.15771 0.99383 2.28404
C33 -2.02273 -0.09251 2.02222
C34 -2.75671 -0.65463 3.05129
C35 -2.52729 -0.20960 4.36910
C36 -1.70848 0.83689 4.64343
C37 -0.98653 1.46918 3.61015
H1 -1.01076 0.50194 -4.57098
H2 -1.71530 -0.92731 -3.84833
H3 -0.07819 -1.03014 -4.52150
H4 -0.13343 3.37011 -3.37623
H5 1.88259 4.93111 -3.90738
H6 4.13365 4.16743 -3.44327
H7 4.54696 1.89994 -2.74029
H8 3.77897 0.57214 0.65266
H9 6.12790 0.57051 1.58795
H10 7.90814 -0.56038 0.55534
H11 7.60277 -1.34620 -1.75919
H12 5.31909 -1.24688 -2.91418
H13 2.56103 -0.73785 -4.85028
H14 2.70347 -2.73664 -6.11998
H15 2.89408 -4.95709 -5.03192
H16 3.13542 -5.13998 -2.48092
H17 3.18909 -3.08385 -1.20730
H18 -2.79719 1.71130 -3.48524
H19 -4.71029 2.84113 -2.55744
H20 -4.91418 2.92756 0.01807
H21 -3.00992 2.24882 1.35988
H22 2.33076 2.62822 0.04573
H23 3.27458 4.72916 0.40606
H24 1.89596 6.54223 1.68500
H25 -0.44479 5.97432 2.40575
H26 -1.29444 3.80841 1.96054
H27 -2.10304 -0.35333 1.00100
H28 -3.34534 -1.52650 2.79766
H29 -2.97979 -0.72519 5.18527
H30 -1.69108 1.24650 5.65480
H31 -0.23827 2.24638 3.76683
C38 -2.64568 -2.31711 -0.97960
C39 -1.36567 -2.93000 -0.52719
N1 -0.31298 -2.35798 -0.03543
C40 0.58987 -3.34651 0.27350
C41 0.09164 -4.54611 -0.09284
N2 -1.13166 -4.26426 -0.62011
C42 0.63352 -5.94115 -0.12102
O1 1.86632 -6.05509 0.37218
O2 -0.01974 -6.85546 -0.64304
C43 1.89835 -2.91765 0.86829
O3 2.73068 -3.78206 1.18593
O4 2.06935 -1.67749 0.91613
H32 -2.47548 -1.27879 -1.33837
H33 -3.36671 -2.24176 -0.18462
H34 -3.22287 -2.80055 -1.80663
H35 -1.75246 -4.88795 -1.07778
H36 2.20046 -5.11167 0.71632
F1 -4.26094 0.53091 7.04710
C44 -5.19756 0.13247 6.17140
C45 -5.68909 1.04485 5.21616
F2 -5.27866 2.29174 5.30800
C46 -6.65033 0.69291 4.26095
F3 -7.08765 1.68743 3.48480
C47 -7.15033 -0.60379 4.17677
S1 -8.45150 -1.03472 3.15890
C48 -6.54629 -1.51198 5.08377
F4 -6.95774 -2.76618 4.94905
C49 -5.58386 -1.21280 5.98792
F5 -4.93333 -2.22165 6.61811

Forces on atoms 1 to 2 (eV/Å):
Cr 0.826 -0.527 0.005
C -0.983 -0.230 -1.011

The LUMO energy (alpha / beta) comes out at 0.0684 / 0.0631 Ha. The calculation puts the frontier orbital gap (alpha / beta) at 5.499 / 5.354 eV. The calculation puts the highest occupied orbital energy (alpha / beta) at -3.64 / -3.64 eV. The value obtained for the largest force on an atom is 3.72 eV/Å. As for the multiplicity: 5. As for the total charge: -1.

Here are the Löwdin charges for atoms 1 to 6, given in e:
1 Cr 0.29
2 C -0.22
3 Si 0.59
4 C -0.30
5 C -0.08
6 C -0.08

=====

Here is C49H37N6O11S4Ti as an isolated structure from the OMol25 dataset. Energies are from ωB97M-V with the def2-TZVPD basis set.

Element x y z (Å)
Ti1 0.37535 0.42299 -0.11782
O1 -1.43803 -1.54686 -3.12202
C1 -0.74378 -0.63882 -2.72045
O2 -0.01385 -0.69062 -1.63749
C2 -0.60849 0.63078 -3.51681
C3 -0.86621 0.60308 -4.86092
C4 -0.70172 1.76157 -5.62473
C5 -0.26952 2.93976 -5.05429
C6 -0.00110 2.97001 -3.70126
C7 -0.21329 1.83626 -2.84871
O3 -0.13718 1.88621 -1.58384
N1 0.50328 4.23434 -3.17396
O4 1.09575 4.23771 -2.11685
O5 0.27883 5.24819 -3.81428
N2 -0.97341 1.73345 -7.04964
O6 -1.34805 0.68641 -7.54361
O7 -0.81725 2.75941 -7.69171
H1 -1.19936 -0.31990 -5.31345
H2 -0.12887 3.82611 -5.65164
C8 -5.59081 -6.63173 -2.97249
O8 -4.18934 -6.67730 -2.92690
C9 -3.61479 -6.65550 -1.66706
C10 -4.29011 -6.97756 -0.49814
C11 -3.61861 -6.94277 0.71679
C12 -2.26660 -6.58156 0.81788
C13 -1.60638 -6.27330 -0.39183
C14 -2.26970 -6.30801 -1.60188
N3 -1.68516 -6.64831 2.07444
N4 -0.52632 -6.04759 2.32319
C15 -0.19086 -4.81181 1.83893
C16 1.17239 -4.53009 1.68298
C17 1.64925 -3.28982 1.25449
C18 0.78487 -2.25784 0.96813
O9 1.21108 -1.02612 0.62325
C19 -0.60428 -2.47628 1.09993
N5 -1.40596 -1.42325 0.78500
C20 -2.67922 -1.50424 1.07967
C21 -3.25594 -2.62718 1.69338
C22 -2.47077 -3.72864 1.92799
C23 -1.10294 -3.70869 1.59668
H3 -5.86510 -6.45770 -4.01213
H4 -5.98475 -5.81920 -2.35279
H5 -6.04504 -7.57414 -2.64181
H6 -5.33651 -7.25580 -0.51602
H7 -4.14024 -7.19810 1.63250
H8 -0.56184 -5.99380 -0.37236
H9 -1.75639 -6.04388 -2.51862
H10 1.86639 -5.33261 1.90190
H11 2.71623 -3.11859 1.16013
H12 -3.29298 -0.64326 0.83047
H13 -4.30653 -2.61987 1.95202
H14 -2.88487 -4.61626 2.38466
N6 2.15953 1.34477 -0.39429
S1 3.01426 2.23610 0.71505
C24 4.08566 2.98898 -0.63005
C25 4.07463 4.37131 -0.69913
C26 4.80195 5.03451 -1.68371
C27 5.54559 4.30721 -2.59778
C28 5.55903 2.91596 -2.53182
C29 4.83103 2.26020 -1.55317
C30 4.36857 1.20696 1.27940
C31 4.25817 -0.17052 1.18739
C32 5.30765 -0.95624 1.64432
C33 6.44064 -0.37109 2.19508
C34 6.52906 1.01100 2.29289
C35 5.48918 1.80665 1.83157
H15 2.12365 1.92325 -1.22788
H16 3.47172 4.92999 0.00841
H17 4.77148 6.11588 -1.74385
H18 6.10819 4.81829 -3.37009
H19 6.13460 2.34533 -3.25145
H20 4.82768 1.17664 -1.50388
H21 3.34858 -0.60516 0.79196
H22 5.22909 -2.03492 1.58047
H23 7.25139 -0.99263 2.55605
H24 7.40737 1.47259 2.72802
H25 5.55244 2.88723 1.89066
C36 2.19572 1.85160 3.26882
O10 1.89706 1.35191 2.01131
H26 2.68725 2.84446 3.20542
H27 2.87391 1.19146 3.83521
H28 1.28838 1.99746 3.86592
O11 -0.77446 1.35064 0.87983
C37 -1.58508 2.10922 1.71340
C38 -2.83001 2.52563 0.92677
C39 -3.26290 1.97251 -0.23864
C40 -4.43250 2.60067 -0.75035
C41 -4.85651 3.62807 0.03234
S2 -3.83522 3.84382 1.39045
C42 -1.95791 1.30032 2.95119
C43 -3.08661 1.37449 3.71889
C44 -3.06241 0.47571 4.81793
C45 -1.91269 -0.25600 4.85025
S3 -0.86444 0.13437 3.56629
C46 -0.79748 3.35987 2.09369
C47 0.03051 4.05625 1.26865
C48 0.57890 5.20540 1.89785
C49 0.15046 5.35510 3.18239
S4 -0.91034 4.09260 3.64164
H29 -2.75128 1.15182 -0.71928
H30 -4.92423 2.29893 -1.66463
H31 -5.70669 4.27465 -0.11710
H32 -3.91582 2.02938 3.49520
H33 -3.86900 0.36434 5.52938
H34 -1.64060 -1.03485 5.54577
H35 0.24137 3.74317 0.25506
H36 1.26848 5.88259 1.41311
H37 0.42171 6.12282 3.89018

Forces on atoms 1 to 2 (eV/Å):
Ti 0.376 -0.499 -0.035
O -0.021 -0.054 -0.055

The LUMO energy (alpha / beta) comes out at 0.1288 / 0.1288 Ha. The calculation puts the frontier orbital gap (alpha / beta) at 4.148 / 5.068 eV. The relative energy (zero: lowest compared OMol25 entry of this formula, charge and spin) comes out at 1.078 eV. The calculation puts the highest occupied orbital energy (alpha / beta) at -0.64 / -1.56 eV. The value obtained for the largest force on an atom is 0.82 eV/Å. As for the multiplicity: 2. As for the total charge: -2.

Here are the Löwdin charges for atoms 1 to 6, given in e:
1 Ti 1.17
2 O 0.09
3 C -0.54
4 O -0.11
5 C -0.03
6 C 0.07

=====

Asked for electronic energy across the records above, the calculation gives -141870.11825; -149330.30348 eV in order.